{"formula": "C32H88N2O20", "method": "ωB97M-V/def2-TZVPD", "largest_force_ha_per_bohr": 0.07059, "gap_ha": 0.2980, "homo_energy_ev": -8.31, "e_tot_ha": -2885.958928, "species": ["O", "O", "O", "O", "O", "O", "O", "O", "O", "O", "O", "O", "O", "O", "O", "O", "O", "O", "O", "O", "N", "N", "C", "C", "C", "C", "C", "C", "C", "C", "C", "C", "C", "C", "C", "C", "C", "C", "C", "C", "C", "C", "C", "C", "C", "C", "C", "C", "C", "C", "C", "C", "C", "C", "H", "H", "H", "H", "H", "H", "H", "H", "H", "H", "H", "H", "H", "H", "H", "H", "H", "H", "H", "H", "H", "H", "H", "H", "H", "H", "H", "H", "H", "H", "H", "H", "H", "H", "H", "H", "H", "H", "H", "H", "H", "H", "H", "H", "H", "H", "H", "H", "H", "H", "H", "H", "H", "H", "H", "H", "H", "H", "H", "H", "H", "H", "H", "H", "H", "H", "H", "H", "H", "H", "H", "H", "H", "H", "H", "H", "H", "H", "H", "H", "H", "H", "H", "H", "H", "H", "H", "H"], "coordinates": [[-5.321, -2.386, 8.112], [-1.076, 5.911, -8.211], [0.491, 5.582, 6.829], [-0.795, -11.126, 4.145], [-0.250, -4.579, -6.342], [-7.363, 4.013, -1.693], [0.192, -4.108, -3.439], [-2.185, 3.914, -5.984], [1.220, 10.516, -1.952], [-7.781, -0.261, -2.757], [-3.668, -1.763, 5.786], [7.232, 4.905, -4.061], [4.149, -2.103, 0.629], [-1.694, -0.870, 0.960], [-0.785, 5.272, 4.410], [-8.125, -2.326, -0.343], [-2.755, 1.410, -0.639], [-3.385, 5.599, 0.047], [-3.973, -2.269, -2.198], [0.485, 9.117, -4.533], [6.292, 4.800, -2.975], [-0.660, -9.777, 4.051], [8.059, 4.897, -1.131], [1.206, 5.562, 5.611], [-2.880, -9.468, 2.813], [-1.310, -9.104, 2.843], [4.735, 3.305, -4.281], [6.764, 5.484, -1.721], [0.748, -9.406, 4.450], [0.830, 8.473, -3.312], [-1.198, 0.475, 1.003], [0.684, -7.910, 4.692], [6.452, 2.350, -2.586], [1.050, -9.993, 5.873], [-3.234, -1.797, 7.161], [5.569, 5.510, -0.709], [-4.022, -2.912, 7.859], [-1.400, 1.170, -0.346], [-8.958, -0.992, -2.289], [1.191, -4.510, -4.356], [4.836, 4.137, -0.473], [0.535, -5.325, -5.414], [-2.236, 5.086, -8.186], [1.881, -9.736, 3.467], [-2.808, 4.918, -6.751], [-8.980, -1.210, -0.752], [0.374, 9.371, -2.097], [-0.637, -9.500, 1.539], [0.011, -7.127, 3.480], [0.310, 6.140, 4.480], [-1.309, -7.696, 3.122], [5.512, 3.492, -2.939], [4.390, 3.564, -1.821], [7.094, 6.896, -2.110], [6.273, 7.471, -2.539], [1.925, -5.020, -3.734], [-3.083, 5.622, -8.615], [-3.475, -3.494, 8.600], [8.478, 5.605, -0.417], [0.866, 6.161, 3.543], [-9.980, -1.295, -0.327], [1.964, -10.725, 3.017], [-2.887, 5.812, -6.131], [2.150, 6.064, 5.822], [6.028, 1.397, -2.902], [0.741, -7.102, 2.672], [1.846, 8.139, -3.101], [-2.154, 4.113, -8.670], [6.760, 5.510, -4.637], [0.234, -7.695, 5.662], [-1.003, 6.395, -7.385], [-0.123, -6.090, 3.789], [7.807, 4.001, -0.564], [7.402, 7.447, -1.222], [7.359, 2.409, -3.187], [0.444, 8.857, -1.138], [-1.290, -9.424, 0.669], [-3.384, 4.645, -0.032], [-0.652, 9.648, -2.336], [4.139, 2.393, -4.312], [0.625, -3.977, -2.592], [-0.915, 2.146, -0.365], [-3.057, -10.491, 2.481], [0.180, -9.812, 6.505], [-8.943, -1.948, -2.811], [-1.905, -1.174, 1.846], [-3.441, -2.659, -2.891], [-0.047, 7.168, 4.540], [5.037, -1.942, 0.309], [1.262, -11.060, 5.820], [-8.604, -0.349, -0.198], [1.386, 4.545, 5.263], [-7.518, 3.333, -2.349], [-9.873, -0.455, -2.541], [-3.818, 4.526, -6.872], [3.989, -1.399, 1.257], [-7.265, -2.318, -0.770], [-3.354, 5.762, 0.989], [-1.732, -7.028, 2.371], [4.014, 4.261, 0.232], [-0.967, 0.569, -1.145], [2.863, -9.580, 3.915], [1.181, -5.850, -6.118], [-0.281, 9.686, -4.426], [-2.740, 3.654, -5.245], [1.864, -9.508, 6.412], [-3.269, 0.806, -0.098], [4.886, 6.293, -1.039], [1.714, -7.558, 4.735], [-5.888, -2.601, 7.368], [5.274, 3.321, -5.228], [-0.473, -3.700, -6.025], [-0.077, -10.423, 1.694], [-4.051, -3.768, 7.184], [-2.150, -1.906, 7.131], [0.287, 7.534, -3.205], [1.687, -9.127, 2.584], [0.081, -8.764, 1.178], [5.889, 5.789, 0.294], [-1.795, 0.986, 1.758], [-1.925, -7.420, 3.978], [3.641, 4.220, -2.263], [8.905, 4.824, -1.815], [1.720, -3.688, -4.838], [-3.451, -8.773, 2.197], [1.145, 5.669, 7.527], [-1.168, 5.213, 5.288], [-3.367, -2.154, -1.466], [6.743, 2.263, -1.539], [-0.204, -5.975, -4.945], [4.114, 4.200, -4.333], [-0.142, 0.293, 1.201], [3.980, 2.560, -1.703], [-0.387, -11.469, 3.347], [-3.451, -0.913, 7.762], [-4.458, -1.218, 5.813], [7.967, 6.944, -2.761], [1.604, 10.738, -2.803], [5.600, 3.503, -0.023], [-6.478, 3.840, -1.373], [-3.314, -9.317, 3.802], [-7.021, -0.783, -2.490]], "forces_ev_per_angstrom": [[0.296, -0.489, 0.750], [0.127, -0.755, -0.652], [-0.396, -0.166, 0.328], [-0.703, -1.268, -0.631], [-0.087, 0.800, -0.425], [-0.149, 0.195, 0.072], [-0.482, 0.646, 0.126], [1.437, -0.522, 0.131], [-0.321, -0.155, 0.113], [-1.242, -0.169, 0.588], [0.023, 0.822, 0.800], [-0.506, -0.657, 1.039], [-0.169, -0.165, -0.073], [-0.806, -0.339, -0.837], [-0.601, -0.420, -0.797], [-1.381, 0.129, 0.095], [-0.485, 0.121, 0.238], [-0.013, 0.162, -0.200], [-0.361, 0.075, 0.029], [1.474, -0.380, -0.203], [-1.795, 0.177, 0.430], [0.583, 2.275, 0.630], [-0.331, 0.310, 0.824], [-0.065, 0.934, -0.750], [1.227, -0.324, 0.401], [-1.868, -2.901, 0.434], [0.459, 0.747, 0.324], [-0.111, -0.774, -0.809], [-0.553, 0.003, 1.235], [-1.913, 0.283, 2.352], [-0.082, -0.738, -0.424], [0.226, 1.204, -1.707], [0.357, -0.820, -1.012], [-0.645, -0.387, -0.597], [0.114, -1.085, 0.197], [-0.182, -0.955, 0.157], [0.800, -0.569, -1.682], [0.234, -0.305, 0.235], [0.642, 0.178, 0.841], [0.686, -0.071, 0.425], [1.274, 0.941, -1.357], [-1.153, -0.392, -0.897], [-0.994, 1.263, 2.456], [-0.443, 0.020, -0.766], [-0.799, -1.473, -0.217], [1.745, -0.168, -0.243], [1.333, -0.363, -1.304], [0.364, 0.892, -0.503], [1.893, -0.039, 1.764], [0.855, 0.099, 0.678], [-0.024, 3.532, 0.837], [0.728, 0.318, 0.695], [0.706, 0.695, -0.615], [0.446, 1.208, 0.233], [-0.132, -0.280, -0.215], [0.314, -0.639, -0.659], [0.092, 0.127, -0.779], [-0.436, 1.153, 1.515], [-0.338, 0.140, 0.408], [-0.023, -0.643, -0.145], [-0.037, -0.931, -0.352], [-0.537, -0.523, 0.535], [0.231, 0.631, -0.515], [0.156, 0.194, -0.756], [-0.300, -0.176, 0.234], [-0.082, -0.115, -0.242], [0.547, 0.813, -1.129], [0.607, 0.174, 0.030], [0.117, 0.074, -0.222], [-0.355, 0.018, -0.201], [-0.108, -0.099, 0.060], [0.075, 0.110, -0.009], [0.551, -0.293, -0.284], [-0.074, 0.027, 0.231], [0.184, 0.257, 0.073], [-0.271, -0.219, -0.177], [-0.506, -1.060, 0.187], [0.038, -0.315, -0.068], [-0.275, 0.229, 0.380], [-0.132, 0.103, 0.385], [-0.174, 0.164, 0.043], [0.273, -0.065, 0.246], [-0.041, 0.039, 0.040], [-0.190, -0.298, -0.100], [-0.360, -0.189, 0.192], [0.038, 0.118, 0.065], [0.120, -0.116, -0.219], [0.176, 0.235, 0.853], [0.237, 0.005, -0.113], [-0.104, -0.006, 0.117], [0.197, 0.524, -0.495], [0.203, -0.231, 0.236], [-0.085, -0.238, -0.173], [0.345, 0.299, -0.366], [-0.492, 0.511, -0.430], [-0.073, 0.160, 0.173], [-0.040, 0.372, -0.172], [0.017, 0.084, 0.259], [-0.137, -0.566, -0.755], [-0.018, -0.033, -0.092], [0.184, -0.191, -0.018], [-0.099, 0.458, -0.032], [0.502, -0.359, 0.771], [-0.078, -0.114, 0.357], [-0.085, 0.149, -0.062], [0.316, 0.213, -0.552], [-0.243, -0.207, -0.134], [-0.226, -0.142, -0.124], [0.126, 0.144, 0.235], [0.046, -0.170, 0.026], [0.716, -0.115, 0.344], [-0.009, -0.018, 0.310], [-0.386, -0.257, -0.718], [-0.542, 0.197, -0.855], [-0.044, -0.371, 0.120], [-0.434, -0.140, -0.195], [0.722, 0.390, 0.074], [0.545, 0.175, 0.658], [0.519, 0.397, -0.131], [0.627, 0.486, 0.269], [-0.373, -0.658, 0.272], [-0.367, -0.038, 0.280], [-0.488, -0.672, -0.486], [-0.095, 0.487, 0.068], [0.427, -0.004, -0.472], [-0.268, -0.062, 0.152], [-0.050, 0.053, 0.180], [0.206, 0.081, 0.260], [-0.174, 0.251, -0.010], [0.481, -0.591, 0.259], [-0.464, -0.201, -0.105], [0.191, 1.155, 0.346], [-0.089, -0.034, -0.150], [0.247, -0.754, -0.342], [-0.068, 0.461, -0.501], [-0.179, 0.056, -0.400], [-0.168, -0.125, -0.228], [-0.075, 0.017, -0.196], [-0.182, -0.329, 0.186], [0.229, 0.006, 0.099], [0.291, -0.310, 0.208], [0.240, -0.024, -0.113]], "lowdin_charge": [-0.055, -0.063, -0.070, -0.005, -0.076, -0.052, -0.066, -0.077, -0.076, -0.081, -0.076, -0.024, -0.055, -0.089, -0.067, -0.090, -0.067, -0.051, -0.050, -0.065, -0.097, -0.117, -0.033, -0.237, -0.014, -0.477, -0.034, -0.506, -0.494, -0.234, -0.220, -0.129, -0.046, -0.038, -0.230, -0.111, -0.254, -0.247, -0.204, -0.260, -0.165, -0.244, -0.217, -0.032, -0.259, -0.202, -0.223, -0.019, -0.164, -0.249, -0.225, -0.463, -0.138, -0.069, 0.087, 0.123, 0.105, 0.115, 0.077, 0.114, 0.112, 0.077, 0.117, 0.117, 0.078, 0.100, 0.116, 0.124, 0.097, 0.115, 0.077, 0.109, 0.067, 0.086, 0.084, 0.116, 0.091, 0.017, 0.106, 0.083, 0.084, 0.118, 0.073, 0.083, 0.115, 0.083, 0.030, 0.114, 0.028, 0.076, 0.109, 0.113, 0.026, 0.112, 0.111, 0.027, 0.064, 0.030, 0.134, 0.105, 0.116, 0.089, 0.124, 0.082, 0.082, 0.081, 0.074, 0.109, 0.113, 0.086, 0.074, 0.078, 0.075, 0.111, 0.113, 0.104, 0.058, 0.074, 0.113, 0.124, 0.131, 0.106, 0.088, 0.120, 0.077, 0.086, 0.080, 0.020, 0.067, 0.118, 0.076, 0.118, 0.115, 0.081, 0.116, 0.074, 0.084, 0.075, 0.090, 0.022, 0.079, 0.062]}